<a>
Computed, not measured: one molecule with the formula C23H29N3O4S, with wB97M-V/def2-TZVPD.

Each line ends with the natural charge from an NBO analysis.
Cartesian coordinates (Å):
C  -1.2084  -3.7957  1.7170  -0.621
C  -1.6217  -4.0612  0.2693  -0.210
N  -1.4278  -2.9343  -0.6219  -0.433
C  -0.1851  -2.9047  -1.3753  -0.268
C  1.0065  -2.5838  -0.5102  0.047
C  2.2051  -3.2632  -0.6807  -0.241
C  3.2970  -2.9722  0.1196  -0.212
C  3.1936  -2.0130  1.1122  -0.228
C  2.0018  -1.3291  1.2874  -0.201
C  0.9204  -1.6017  0.4700  -0.253
C  -2.3140  -1.9373  -0.8316  0.703
O  -2.1270  -1.0980  -1.7044  -0.674
C  -3.5372  -1.8301  0.0619  -0.510
C  -3.5017  -0.4574  0.7484  -0.214
N  -3.7274  0.6000  -0.2121  -0.863
S  -3.1247  2.0871  0.2322  2.319
O  -3.4859  3.0099  -0.8015  -0.932
O  -3.5549  2.3425  1.5759  -0.949
C  -1.3406  1.8927  0.2202  -0.358
C  -0.6189  2.1146  1.3753  -0.175
C  0.7667  2.0121  1.3759  -0.243
C  1.3902  1.6659  0.1882  0.165
C  0.6477  1.4255  -0.9745  0.034
C  -0.7220  1.5484  -0.9734  -0.198
C  1.5738  1.0193  -2.0799  -0.444
C  2.9518  1.4186  -1.5242  -0.024
C  3.3677  2.7882  -2.0646  -0.615
N  2.7525  1.4962  -0.0742  -0.452
C  3.7232  1.3840  0.8776  0.708
C  5.1096  1.0440  0.3757  -0.716
O  3.4882  1.5141  2.0609  -0.617
H  -0.1399  -3.6119  1.7835  0.226
H  -1.7297  -2.9330  2.1233  0.205
H  -1.4492  -4.6644  2.3245  0.216
H  -1.0199  -4.8862  -0.1216  0.208
H  -2.6680  -4.3759  0.2296  0.203
H  -0.3081  -2.1293  -2.1395  0.257
H  -0.0403  -3.8667  -1.8777  0.199
H  2.2846  -4.0255  -1.4431  0.208
H  4.2245  -3.5071  -0.0245  0.214
H  4.0352  -1.7961  1.7523  0.220
H  1.9196  -0.5802  2.0593  0.237
H  -0.0030  -1.0557  0.5977  0.222
H  -4.4289  -1.8743  -0.5662  0.243
H  -3.5908  -2.6077  0.8169  0.225
H  -2.5331  -0.3225  1.2566  0.187
H  -4.2869  -0.3885  1.5059  0.220
H  -3.3642  0.3451  -1.1260  0.427
H  -1.1587  2.3817  2.2702  0.246
H  1.3401  2.1946  2.2688  0.260
H  -1.3082  1.3809  -1.8619  0.241
H  1.3532  1.5214  -3.0201  0.228
H  1.5054  -0.0593  -2.2424  0.226
H  3.7124  0.6710  -1.7594  0.212
H  3.5423  2.7288  -3.1358  0.215
H  2.5761  3.5099  -1.8760  0.218
H  4.2754  3.1464  -1.5862  0.209
H  5.4754  1.7811  -0.3329  0.226
H  5.7774  1.0132  1.2325  0.245
H  5.1025  0.0662  -0.1024  0.232

Results
- HOMO energy (eV) = -8.54
- frontier orbital gap (Eh) = 0.3323
- SMILES string = CCN(Cc1ccccc1)C(=O)CCNS(=O)(=O)c1ccc2c(c1)C[C@@H](C)N2C(C)=O
- charge = 0

=====

<b>
Computed, not measured: one molecule with the formula C23H29N3O4S, with wB97M-V/def2-TZVPD.

Each line ends with the natural charge from an NBO analysis.
Cartesian coordinates (Å):
C  6.7869  1.8068  0.0673  -0.606
C  5.3699  2.0309  0.5798  -0.396
C  4.4258  0.8648  0.2569  -0.058
C  4.7499  -0.3931  1.0565  -0.622
N  3.0548  1.2653  0.5210  -0.599
C  2.1359  1.4423  -0.4479  0.670
O  2.3848  1.2629  -1.6298  -0.654
C  0.7620  1.8278  -0.0074  -0.156
C  -0.0939  2.3396  -0.9790  -0.161
C  -1.4200  2.5940  -0.6928  -0.162
C  -1.9285  2.3275  0.5714  -0.056
C  -3.4025  2.4445  0.8587  -0.263
N  -3.9967  1.1755  1.2222  -0.841
S  -4.2030  0.0461  0.0073  2.315
O  -4.7749  0.7354  -1.1092  -0.944
O  -4.9167  -1.0367  0.6156  -0.934
C  -2.5695  -0.5397  -0.4351  -0.385
C  -2.0539  -0.2377  -1.6791  -0.101
C  -0.7833  -0.6635  -2.0386  -0.275
C  -0.0663  -1.3972  -1.1089  0.180
C  -0.6056  -1.7269  0.1449  0.043
C  -1.8653  -1.2983  0.4897  -0.202
C  0.3924  -2.5705  0.8858  -0.194
C  0.8098  -1.9973  2.2385  -0.585
C  -0.1047  -4.0128  1.0422  -0.582
C  1.5849  -2.5646  -0.0780  0.717
O  2.6763  -3.0476  0.1175  -0.611
N  1.2095  -1.9127  -1.2194  -0.423
C  2.0751  -1.7362  -2.3569  -0.438
C  -1.0627  1.8665  1.5569  -0.167
C  0.2675  1.6226  1.2766  -0.196
H  6.7760  1.6134  -1.0025  0.207
H  7.3938  2.6903  0.2504  0.214
H  7.2570  0.9641  0.5668  0.203
H  5.3910  2.1894  1.6614  0.191
H  4.9642  2.9333  0.1159  0.209
H  4.4713  0.6481  -0.8149  0.229
H  4.6799  -0.1935  2.1248  0.194
H  5.7569  -0.7306  0.8336  0.215
H  4.0632  -1.1972  0.8037  0.241
H  2.8361  1.5085  1.4732  0.392
H  0.3022  2.5083  -1.9688  0.238
H  -2.0762  2.9759  -1.4600  0.213
H  -3.9409  2.7724  -0.0318  0.237
H  -3.5893  3.1541  1.6714  0.218
H  -3.6260  0.7523  2.0580  0.393
H  -2.6666  0.3330  -2.3581  0.236
H  -0.3669  -0.4210  -3.0021  0.232
H  -2.3214  -1.5457  1.4353  0.230
H  1.6224  -2.5935  2.6471  0.231
H  1.1556  -0.9738  2.1204  0.207
H  -0.0276  -2.0117  2.9316  0.210
H  -0.9474  -4.0453  1.7282  0.213
H  0.6983  -4.6350  1.4305  0.226
H  -0.4235  -4.4121  0.0818  0.218
H  3.0017  -2.2678  -2.1452  0.240
H  1.6109  -2.1510  -3.2526  0.200
H  2.2861  -0.6755  -2.5067  0.249
H  -1.4376  1.6831  2.5545  0.198
H  0.9006  1.2465  2.0672  0.202

Results
- HOMO energy (eV) = -8.51
- frontier orbital gap (Eh) = 0.3200
- SMILES string = CC[C@@H](C)NC(=O)c1ccc(CNS(=O)(=O)c2ccc3c(c2)C(C)(C)C(=O)N3C)cc1
- charge = 0

=====

Result of the stability comparison: <b> is the most stable of them.

=====

<a>
Computed, not measured: a 16-piece molecular cluster, H30O19S overall, with wB97M-V/def2-TZVPD.

Each line ends with the natural charge from an NBO analysis.
Cartesian coordinates (Å):
S  0.3591  -0.1320  0.0149  2.794
O  -1.0869  -0.0130  -0.0571  -1.117
O  0.8071  0.4870  -1.0801  -1.092
O  0.7051  0.4820  1.2789  -1.115
O  0.8331  -1.4850  0.1559  -1.082
O  -4.1969  1.9240  0.0409  -1.015
H  -3.1979  2.0080  0.1179  0.479
H  -4.6079  2.6130  0.5529  0.441
O  0.9731  3.1890  -1.5641  -1.005
H  0.9831  2.2260  -1.5061  0.482
H  1.4761  3.4050  -0.6811  0.494
O  2.0651  2.8410  1.2229  -0.989
H  1.9081  3.3440  1.9789  0.474
H  1.5461  2.0510  1.2509  0.502
O  -0.0359  -3.5910  -1.0681  -1.025
H  0.1421  -2.7480  -0.6441  0.477
H  -1.0129  -3.7750  -0.9581  0.487
O  3.3621  -2.2790  -0.4271  -1.038
H  2.2701  -2.0990  -0.3221  0.505
H  3.8411  -1.4410  -0.3371  0.480
O  -2.6159  -3.1230  -0.9231  -0.978
H  -2.7509  -3.2410  0.0289  0.479
H  -2.6059  -2.1220  -1.0121  0.500
O  -0.1409  0.1740  -3.6981  -0.948
H  -0.1979  -0.8540  -3.6791  0.470
H  0.2101  0.3530  -2.8771  0.470
O  -3.0979  -1.1390  1.5699  -0.982
H  -3.0099  -0.6040  2.3269  0.462
H  -2.3819  -0.6170  1.0559  0.496
O  -1.0399  2.4740  2.2209  -1.017
H  -1.3439  2.6300  1.3459  0.476
H  -0.3639  1.6730  2.0039  0.488
O  2.8011  0.3510  -2.8101  -0.914
H  2.1541  0.4760  -2.2461  0.461
H  3.1061  1.2330  -2.6801  0.442
O  -3.0889  -0.3180  -1.4461  -1.000
H  -3.8439  -0.2840  -0.8851  0.484
H  -2.2349  -0.4360  -0.9061  0.482
O  -1.9869  2.3700  -0.2941  -0.954
H  -1.6629  1.4560  -0.3141  0.511
H  -1.6059  2.6590  -1.0931  0.506
O  4.1041  0.2480  0.8739  -0.934
H  4.2991  0.9550  0.3609  0.455
H  3.1531  0.3190  0.9359  0.483
O  1.2491  -0.2260  3.5489  -1.001
H  1.5571  -1.1280  3.1739  0.464
H  0.8351  0.0310  2.6829  0.485
O  0.7911  -3.4530  1.8749  -0.973
H  1.5221  -4.0810  1.7139  0.454
H  1.0551  -2.7830  1.1759  0.496

Results
- HOMO energy (eV) = -4.39
- frontier orbital gap (Eh) = 0.3420
- charge = -2

=====

<b>
Computed, not measured: a 16-piece molecular cluster, H30O19S overall, with wB97M-V/def2-TZVPD.

Each line ends with the natural charge from an NBO analysis.
Cartesian coordinates (Å):
S  0.1812  0.1493  -0.0956  2.745
O  1.3522  -0.6877  -0.2466  -1.079
O  0.5952  1.2633  0.7054  -1.081
O  -0.3948  0.5313  -1.4256  -1.034
O  -0.8228  -0.6047  0.6684  -1.087
O  3.5332  -0.7827  -1.3566  -0.979
H  2.6722  -0.6317  -0.9466  0.481
H  3.9092  -0.0087  -0.9326  0.452
O  2.4162  -2.2797  1.6304  -0.961
H  2.2062  -1.7807  0.8604  0.491
H  1.9022  -1.8917  2.3044  0.454
O  -2.1148  2.1633  -2.0576  -0.969
H  -2.7128  1.6783  -1.5396  0.448
H  -1.3268  1.5883  -1.8516  0.474
O  -1.5888  -1.3597  -2.4236  -0.991
H  -1.2398  -0.5737  -1.9726  0.479
H  -1.7268  -2.0887  -1.7816  0.462
O  0.6452  1.2943  -3.5346  -0.993
H  0.1942  0.9783  -2.7276  0.486
H  1.5732  1.4973  -3.4306  0.474
O  2.9752  1.9153  -0.1696  -0.959
H  2.0552  1.8623  -0.0016  0.489
H  3.3282  1.6513  0.7034  0.445
O  -1.7258  2.6023  1.2624  -0.965
H  -2.3738  2.0433  1.6144  0.481
H  -0.9248  2.1353  1.3474  0.454
O  0.7042  -3.1337  -1.0906  -0.980
H  1.3232  -3.7717  -0.7996  0.478
H  0.9772  -2.2467  -0.8666  0.496
O  -1.2398  -0.8157  3.1544  -0.987
H  -0.9858  -0.5757  2.2294  0.484
H  -0.3698  -1.0107  3.5324  0.463
O  -3.2158  -1.3767  0.4134  -0.993
H  -3.1148  -2.2597  0.0144  0.460
H  -2.2678  -1.0597  0.4344  0.488
O  0.7272  3.6053  -0.6076  -0.939
H  1.3272  4.0993  -0.0426  0.450
H  0.3612  2.9543  -0.0066  0.481
O  1.1862  -1.4497  -3.4016  -0.967
H  0.7322  -0.6457  -3.3806  0.470
H  0.6712  -1.9017  -2.6846  0.473
O  -0.8828  -3.0287  1.1424  -0.995
H  -0.9688  -2.0647  1.2264  0.474
H  -0.2108  -3.0057  0.4974  0.466
O  -3.4908  0.9703  2.3694  -0.959
H  -4.4058  0.6493  2.5154  0.472
H  -2.9648  0.1933  2.4954  0.502
O  0.9202  1.8903  3.0444  -0.975
H  1.8502  1.7073  3.0974  0.438
H  0.7522  1.6133  2.1134  0.481

Results
- HOMO energy (eV) = -4.32
- frontier orbital gap (Eh) = 0.3320
- charge = -2

=====

Result of the stability comparison: <b> is the most stable of them.